# 1
Formula: C42H85ClN10O12
Source: the OMol25 dataset
Level of theory: wB97M-V/def2-TZVPD

Each line ends with the Mulliken charge.
Positions of all 150 atoms, in Å:
1 H 2.24 0.82 7.37  0.325
2 N 3.02 0.98 6.68  -0.672
3 C 2.39 1.39 5.50  0.292
4 N 3.17 1.75 4.25  -0.568
5 N 0.85 1.47 5.60  -0.471
6 C 0.27 0.19 4.97  -0.174
7 C 0.23 0.47 3.35  0.924
8 C -0.85 -0.44 2.52  -0.847
9 C -1.29 0.18 1.06  -0.572
10 C -0.27 -0.15 -0.18  0.986
11 C -1.34 -0.25 -1.46  -0.696
12 C -1.34 -1.43 -2.40  -0.907
13 O 0.10 -1.60 -0.05  -0.421
14 C 1.46 -1.85 0.45  0.097
15 O 1.98 -2.94 1.02  -0.615
16 C 2.19 -0.40 0.06  -0.848
17 O 3.15 0.12 1.07  -0.089
18 C 4.54 -0.19 0.71  -0.345
19 C 4.98 -1.77 0.96  0.119
20 C 6.60 -2.02 0.95  -0.272
21 C 7.28 -1.99 -0.57  -0.935
22 C 1.07 0.74 -0.44  1.689
23 C 1.33 0.80 -2.06  -0.575
24 C 2.81 1.40 -2.49  0.011
25 C 2.74 2.83 -3.28  -0.429
26 C 4.31 3.19 -3.71  -0.380
27 O 4.66 2.16 -4.74  -0.497
28 C 1.27 2.20 0.25  0.379
29 C 0.04 3.26 0.02  -0.102
30 O -0.43 3.88 1.14  -0.519
31 Cl -0.75 3.73 -1.59  -0.038
32 H 3.73 0.95 3.88  0.279
33 H 2.50 2.09 3.51  0.277
34 H 0.61 2.31 5.04  0.321
35 H -0.74 -0.14 5.45  0.126
36 H 1.11 -0.64 5.15  0.212
37 H 1.29 0.24 2.90  -0.446
38 H 0.00 1.61 3.07  -0.050
39 H -1.85 -0.45 3.18  0.403
40 H -0.48 -1.55 2.49  0.117
41 H -2.33 -0.35 0.79  0.439
42 H -1.54 1.31 1.22  0.078
43 H -2.09 0.61 -1.72  0.422
44 H -2.31 -1.61 -3.05  0.235
45 H -0.44 -2.18 -2.53  0.195
46 H 2.96 -0.79 -0.77  0.429
47 H 4.86 0.20 -0.38  0.021
48 H 5.23 0.44 1.46  0.268
49 H 4.62 -2.02 2.07  0.121
50 H 4.47 -2.53 0.23  -0.035
51 H 7.20 -1.30 1.67  0.397
52 H 6.80 -3.12 1.36  0.263
53 H 6.45 -2.06 -1.40  0.199
54 H 8.03 -2.91 -0.70  0.244
55 H 7.94 -1.03 -0.62  0.300
56 H 0.54 1.43 -2.66  0.210
57 H 1.28 -0.31 -2.50  0.246
58 H 3.46 1.56 -1.50  -0.204
59 H 3.40 0.55 -3.09  0.404
60 H 2.06 2.74 -4.25  0.277
61 H 2.30 3.68 -2.60  -0.034
62 H 4.96 2.99 -2.73  0.253
63 H 4.44 4.29 -4.11  0.257
64 H 3.86 2.20 -5.38  0.329
65 H 1.43 2.08 1.43  -0.857
66 H 2.25 2.76 -0.12  0.541
67 C -2.33 -1.22 9.79  -0.803
68 N -1.81 -1.06 8.45  -0.112
69 C -1.74 -1.99 7.46  0.683
70 C -2.24 -3.38 7.74  -1.311
71 O -1.27 -1.68 6.36  -0.551
72 H -3.14 -0.51 9.93  0.286
73 H -1.52 -0.98 10.49  0.283
74 H -2.68 -2.23 9.98  0.279
75 H -1.46 -0.15 8.18  0.229
76 H -2.11 -4.00 6.85  0.328
77 H -1.67 -3.82 8.56  0.237
78 H -3.30 -3.35 8.00  0.383
79 C -1.81 4.86 -5.71  -0.900
80 N -2.46 3.84 -4.92  0.046
81 C -3.54 3.07 -5.26  0.872
82 C -4.16 3.28 -6.62  -1.115
83 O -3.97 2.24 -4.46  -0.699
84 H -0.76 4.57 -5.84  0.239
85 H -1.86 5.80 -5.15  0.298
86 H -2.27 4.99 -6.69  0.373
87 H -2.10 3.64 -4.00  0.101
88 H -5.01 2.60 -6.74  0.026
89 H -4.53 4.30 -6.71  0.379
90 H -3.43 3.06 -7.40  0.360
91 C 1.24 8.55 2.76  -0.768
92 N 1.75 8.71 1.42  -0.143
93 C 1.82 7.78 0.42  0.444
94 C 1.32 6.39 0.71  -0.717
95 O 2.29 8.09 -0.67  -0.687
96 H 0.42 9.26 2.90  0.272
97 H 2.04 8.79 3.46  0.272
98 H 0.88 7.53 2.95  0.307
99 H 2.10 9.62 1.15  0.238
100 H 1.45 5.77 -0.18  0.059
101 H 1.89 5.95 1.53  0.356
102 H 0.26 6.42 0.96  0.391
103 C -2.06 -7.56 9.34  -0.857
104 N -2.24 -6.37 10.14  -0.161
105 C -3.33 -6.00 10.87  0.853
106 C -4.53 -6.91 10.86  -1.334
107 O -3.32 -4.94 11.50  -0.659
108 H -1.20 -8.10 9.73  0.309
109 H -1.84 -7.24 8.32  0.272
110 H -2.94 -8.20 9.35  0.317
111 H -1.48 -5.71 10.20  0.250
112 H -5.32 -6.47 11.48  0.305
113 H -4.91 -7.01 9.84  0.350
114 H -4.26 -7.88 11.27  0.376
115 C 4.67 -6.42 -1.19  -0.967
116 N 5.50 -5.54 -0.40  -0.039
117 C 6.48 -5.88 0.49  0.960
118 C 6.77 -7.34 0.71  -1.469
119 O 7.10 -4.99 1.07  -0.649
120 H 4.83 -6.19 -2.25  0.301
121 H 3.63 -6.22 -0.94  0.276
122 H 4.89 -7.47 -1.01  0.392
123 H 5.37 -4.54 -0.50  0.043
124 H 7.57 -7.44 1.45  0.311
125 H 5.88 -7.84 1.10  0.368
126 H 7.09 -7.80 -0.22  0.368
127 C -7.04 -1.79 -4.95  -0.813
128 N -7.33 -0.95 -6.09  -0.155
129 C -7.32 0.41 -6.17  0.751
130 C -6.98 1.19 -4.92  -1.278
131 O -7.59 0.96 -7.23  -0.663
132 H -6.20 -2.43 -5.20  0.268
133 H -7.93 -2.40 -4.75  0.284
134 H -6.80 -1.20 -4.06  0.326
135 H -7.56 -1.40 -6.97  0.243
136 H -7.02 2.26 -5.15  0.280
137 H -7.71 0.97 -4.14  0.470
138 H -5.97 0.94 -4.59  0.342
139 C -2.73 1.08 -12.27  -0.822
140 N -2.91 2.26 -11.47  -0.161
141 C -4.01 2.63 -10.75  0.753
142 C -5.21 1.73 -10.75  -1.259
143 O -3.99 3.69 -10.11  -0.646
144 H -1.87 0.53 -11.88  0.275
145 H -2.52 1.39 -13.30  0.282
146 H -3.61 0.43 -12.26  0.320
147 H -2.15 2.93 -11.41  0.237
148 H -6.00 2.16 -10.13  0.288
149 H -5.59 1.62 -11.77  0.400
150 H -4.94 0.75 -10.34  0.342

Its highest occupied orbital energy is -8.879 eV. As for the HOMO-LUMO gap: 8.278 eV.

# 2
Formula: C6H16BeO10
Source: the OMol25 dataset
Level of theory: wB97M-V/def2-TZVPD

Each line ends with the natural charge from an NBO analysis.
Positions of all 33 atoms, in Å:
1 Be 8.99 -19.80 -3.81  0.001
2 C 5.98 -16.07 -2.88  0.872
3 O 6.06 -17.07 -2.15  -0.643
4 O 4.94 -15.53 -3.23  -0.652
5 O 6.87 -16.04 -3.76  -0.577
6 C 5.19 -20.48 -6.68  0.872
7 O 4.21 -19.74 -6.74  -0.612
8 O 5.38 -21.24 -5.72  -0.659
9 O 6.16 -20.05 -7.26  -0.602
10 C 7.57 -24.30 -0.24  -0.251
11 O 7.75 -22.89 -0.17  -0.697
12 H 6.57 -24.44 -0.64  0.167
13 H 8.26 -24.86 -0.86  0.177
14 H 7.55 -24.81 0.72  0.143
15 H 7.43 -22.61 0.69  0.461
16 C 10.69 -24.95 -5.71  -0.251
17 O 11.41 -23.89 -4.99  -0.714
18 H 10.92 -24.94 -6.78  0.160
19 H 11.01 -25.92 -5.33  0.150
20 H 9.62 -24.77 -5.59  0.203
21 H 12.20 -24.26 -4.60  0.453
22 C 12.68 -19.35 -8.27  -0.256
23 O 12.10 -18.57 -7.18  -0.687
24 H 13.69 -19.71 -8.08  0.145
25 H 12.06 -20.23 -8.44  0.194
26 H 12.77 -18.79 -9.20  0.152
27 H 12.57 -17.73 -7.24  0.452
28 C 12.83 -16.66 -1.37  -0.242
29 O 12.58 -18.06 -1.43  -0.700
30 H 13.54 -16.32 -2.11  0.147
31 H 11.93 -16.05 -1.41  0.203
32 H 13.33 -16.45 -0.43  0.139
33 H 13.39 -18.52 -1.23  0.453

Its total charge is -2. The calculation puts the energy above the lowest of the compared OMol25 structures with the same formula, charge and spin at 508.4 kJ/mol. Its highest occupied orbital energy is 0.823 eV. As for the HOMO-LUMO gap: 2.507 eV.

# 3
Formula: C5H9N3
Source: the OMol25 dataset
Level of theory: wB97M-V/def2-TZVPD

Each line ends with the natural charge from an NBO analysis.
Positions of all 17 atoms, in Å:
1 H 2.86 0.83 -1.34  0.338
2 N 3.26 0.44 -0.45  -0.661
3 C 2.39 -0.21 0.26  0.288
4 N 1.05 -0.61 -0.17  -0.684
5 C 0.28 -1.60 0.39  0.318
6 N -0.99 -1.72 0.20  -0.499
7 C -1.71 -0.89 -0.58  -0.020
8 C -1.70 0.43 -0.51  -0.272
9 C -1.45 1.38 0.62  -0.658
10 H 2.66 -0.45 1.49  0.185
11 H 0.65 0.06 -0.93  0.421
12 H 1.05 -2.21 1.02  0.190
13 H -2.12 -1.24 -1.51  0.200
14 H -2.28 0.85 -1.33  0.198
15 H -1.22 0.94 1.60  0.219
16 H -0.49 1.98 0.29  0.207
17 H -2.24 2.04 0.94  0.229

The calculation puts the energy above the lowest of the compared OMol25 structures with the same formula, charge and spin at 310.2 kJ/mol. Its highest occupied orbital energy is -8.616 eV. As for the HOMO-LUMO gap: 9.467 eV.

# 4
Formula: C6H11N2
Source: the OMol25 dataset
Level of theory: wB97M-V/def2-TZVPD

Each line ends with the Löwdin spin population.
Positions of all 19 atoms, in Å:
1 C -3.06 -1.85 -0.63  0.001
2 C 0.28 0.76 -0.05  0.686
3 C 1.48 -0.78 1.34  0.021
4 C 1.81 -0.79 -1.10  0.106
5 C -1.70 2.31 0.09  0.153
6 C 1.56 0.12 0.11  0.145
7 N -2.31 -1.01 -0.51  0.012
8 N -0.57 1.51 0.17  0.712
9 H -3.47 -2.81 -0.86  0.000
10 H 1.33 -0.19 2.27  0.002
11 H 2.21 -1.46 1.42  0.002
12 H 0.52 -1.29 1.27  0.003
13 H 1.31 -0.35 -1.98  0.006
14 H 1.45 -1.81 -1.02  0.002
15 H 2.84 -0.70 -1.16  0.011
16 H -2.47 1.75 -0.38  0.056
17 H -1.38 3.35 -0.36  -0.001
18 H -2.10 2.41 1.22  0.072
19 H 2.29 0.84 0.15  0.011

Its total charge is +1. The calculation puts the energy above the lowest of the compared OMol25 structures with the same formula, charge and spin at 454.4 kJ/mol. Its highest occupied orbital energy (alpha / beta) is -10.987 / -15.761 eV. The multiplicity is 3. As for the HOMO-LUMO gap (alpha / beta): 7.952 / 6.394 eV.

# 5
Formula: C21H16AuN3O3S
Source: the OMol25 dataset
Level of theory: wB97M-V/def2-TZVPD

Each line ends with the natural charge from an NBO analysis.
Positions of all 45 atoms, in Å:
1 Au -0.06 0.06 -0.80  1.307
2 C -2.07 0.25 3.11  -0.681
3 C -1.74 -0.02 1.68  0.321
4 N -0.62 0.33 1.15  -0.282
5 N 0.25 1.16 1.85  -0.443
6 C 0.81 1.99 1.00  0.568
7 O 0.64 1.96 -0.28  -0.733
8 C 1.68 3.06 1.55  -0.058
9 C 1.90 3.18 2.92  -0.191
10 C 2.72 4.18 3.41  -0.219
11 C 3.32 5.07 2.54  -0.192
12 C 3.11 4.95 1.17  -0.215
13 C 2.29 3.95 0.68  -0.191
14 C -2.76 -0.60 0.79  0.122
15 C -3.64 -1.59 1.23  -0.220
16 C -4.59 -2.06 0.34  -0.158
17 C -4.65 -1.52 -0.93  -0.233
18 C -3.74 -0.52 -1.27  0.060
19 N -2.81 -0.07 -0.43  -0.432
20 H -1.26 0.78 3.60  0.266
21 H -2.25 -0.70 3.62  0.236
22 H -2.99 0.83 3.17  0.241
23 H 1.42 2.48 3.59  0.230
24 H 2.88 4.26 4.48  0.214
25 H 3.96 5.85 2.92  0.214
26 H 3.59 5.65 0.49  0.216
27 H 2.12 3.85 -0.38  0.240
28 H -3.56 -2.00 2.23  0.225
29 H -5.28 -2.84 0.65  0.225
30 H -5.38 -1.85 -1.65  0.230
31 H -3.74 -0.08 -2.26  0.212
32 O 0.08 -0.70 -4.70  -0.577
33 C 0.46 -0.86 -3.57  0.760
34 O 0.50 0.14 -2.70  -0.743
35 C 1.09 -2.15 -3.13  -0.096
36 C 2.04 -2.73 -3.95  -0.178
37 C 2.67 -3.91 -3.57  -0.216
38 C 2.35 -4.51 -2.36  -0.197
39 C 1.40 -3.93 -1.54  -0.226
40 C 0.77 -2.75 -1.92  -0.190
41 S -0.58 -2.16 -0.95  -0.100
42 H 2.27 -2.26 -4.90  0.231
43 H 3.42 -4.36 -4.22  0.217
44 H 2.84 -5.42 -2.06  0.215
45 H 1.14 -4.39 -0.59  0.221

The calculation puts the energy above the lowest of the compared OMol25 structures with the same formula, charge and spin at 0.0 kJ/mol. Its highest occupied orbital energy is -8.393 eV. As for the HOMO-LUMO gap: 7.344 eV.